1.
The following is a quantum chemistry calculation of a gas-phase ion, C4H12N2 (charge +2) in a non-equilibrium geometry, from OMol25.

Each line ends with the Löwdin charge.
Element x y z (Å)
C -1.9639 0.1299 0.0338  0.160
C -0.9032 -0.6699 0.1437  -0.262
N -1.1067 -2.1527 0.1878  0.255
C 0.5145 -0.2065 -0.2717  -0.128
C 0.8715 1.1396 0.3411  -0.120
N 2.0806 1.7122 -0.3735  0.219
H -2.9479 -0.2903 0.2107  0.104
H -1.8320 1.1480 -0.2949  0.099
H -0.5139 -2.6155 -0.5095  0.190
H -0.7676 -2.4506 1.1158  0.192
H -2.0948 -2.3889 0.2469  0.181
H 1.1072 -1.0715 0.0606  0.131
H 0.6357 -0.1615 -1.3646  0.140
H 1.1541 0.8433 1.3573  0.150
H 0.1999 1.9838 0.4610  0.144
H 2.3699 2.5844 0.0634  0.185
H 1.7696 1.9936 -1.3044  0.179
H 2.8360 1.0534 -0.5265  0.180

Values from the calculation:
* total charge: +2
* energy: -268.4477 hartree
* HOMO: -18.88 eV
* largest force on an atom: 2.89 eV Å⁻¹
* frontier orbital gap: 11.633 eV


2.
The following is a quantum chemistry calculation of C14H27N3OS in the gas phase in a non-equilibrium geometry, from OMol25.

Each line ends with the Löwdin charge.
Element x y z (Å)
C 3.4112 -3.6922 -1.3418  -0.073
C 2.5804 -2.3976 -1.7845  -0.209
N 2.3878 -1.3984 -0.7044  -0.185
C 3.1918 -0.2084 -0.9282  -0.275
C 4.5585 -0.4009 -0.2424  -0.079
C 1.0447 -1.1806 -0.0573  -0.148
C 1.3433 -1.0171 1.4567  -0.193
C 0.1675 -1.4336 2.2790  -0.213
N -1.0098 -0.5850 2.3107  0.023
C -2.0392 -0.5429 1.3865  -0.384
O -2.4845 -1.5001 0.7620  0.090
C -2.6985 0.7863 1.1193  -0.209
C -2.6462 1.1195 -0.3804  -0.116
C -3.1268 2.5439 -0.5738  -0.445
C -2.7797 2.9593 -2.0345  -0.078
C -4.6391 2.7027 -0.3710  -0.093
N -1.8760 1.6070 2.0225  0.078
C -0.9166 0.7804 2.6484  -0.771
S 0.2931 1.3664 3.6057  0.674
H 3.5696 -4.3820 -2.2089  0.074
H 2.8362 -4.2627 -0.6144  0.055
H 4.3466 -3.4277 -0.8557  0.039
H 3.0403 -1.9987 -2.6966  0.106
H 1.5867 -2.6759 -2.0710  0.087
H 3.4443 0.1590 -1.8793  0.084
H 2.7561 0.6362 -0.4425  0.095
H 4.4738 -0.0512 0.7600  0.044
H 5.3472 0.2214 -0.8083  0.095
H 4.7959 -1.5004 -0.2252  0.066
H 0.5897 -0.2651 -0.3966  0.094
H 0.3782 -2.0172 -0.3255  0.124
H 2.1691 -1.7312 1.8916  0.159
H 1.5997 0.0895 1.6668  0.090
H 0.5970 -1.5019 3.3122  0.120
H -0.0958 -2.4461 1.9704  0.131
H -3.7404 0.8120 1.4784  0.161
H -3.0885 0.4098 -0.9411  0.085
H -1.5047 1.1434 -0.6868  0.160
H -2.6200 3.2623 0.0830  0.126
H -1.7521 2.8592 -2.3340  0.066
H -3.3531 2.2699 -2.6889  0.088
H -3.2925 3.9315 -2.2055  0.080
H -5.3610 1.8619 -0.7644  0.123
H -5.0073 3.6828 -0.8369  0.089
H -4.7904 2.8606 0.7255  0.075
H -1.6865 2.5520 1.9210  0.091

Values from the calculation:
* total charge: 0
* energy: -1187.2743 hartree
* HOMO: -8.11 eV
* largest force on an atom: 6.25 eV Å⁻¹
* frontier orbital gap: 8.610 eV


3.
The following is a quantum chemistry calculation of a molecular structure, C18H34N9O4PS4W, from OMol25.

Each line ends with the Löwdin charge.
Element x y z (Å)
W 0.2332 -0.3503 -0.1667  1.101
C 0.0858 4.6995 1.5440  0.027
C 0.6761 3.4709 2.1213  -0.294
N 1.2103 3.3457 3.2896  0.175
N 1.5897 2.0356 3.3723  0.079
C 1.3123 1.3324 2.2820  -0.695
S 1.6293 -0.3051 1.9538  0.716
N 0.7321 2.2474 1.4637  -0.068
N 0.2246 1.9245 0.1966  -0.019
H 0.2642 5.5230 2.2305  0.106
H -0.9918 4.5897 1.4085  0.099
H 0.5371 4.9463 0.5815  0.093
H 2.0350 1.6940 4.2118  0.181
H 0.6605 2.5291 -0.4953  0.093
H -0.7874 2.0703 0.2074  0.115
C -6.4188 0.7456 1.3712  -0.086
C -5.1999 0.2198 2.1240  -0.284
C -3.9395 0.4179 1.2836  -0.339
S -2.4456 0.1246 2.2317  1.072
O -1.3010 0.3668 1.2081  -0.743
C -2.6122 -1.6316 2.5646  -0.322
C -1.4235 -2.2219 3.3112  -0.282
C -1.0965 -1.5125 4.6189  -0.103
H -7.3239 0.5833 1.9532  0.086
H -6.5381 0.2338 0.4157  0.087
H -6.3316 1.8155 1.1779  0.082
H -5.3371 -0.8411 2.3380  0.108
H -5.1016 0.7373 3.0824  0.116
H -3.8486 1.4598 0.9662  0.103
H -3.9082 -0.2320 0.4099  0.078
H -2.8368 -2.1416 1.6291  0.078
H -3.5037 -1.6459 3.2008  0.108
H -0.5568 -2.2440 2.6517  0.065
H -1.6774 -3.2645 3.5113  0.127
H -0.7923 -0.4748 4.4558  0.048
H -0.2797 -2.0175 5.1328  0.084
H -1.9553 -1.5015 5.2918  0.088
N 2.6592 -4.9858 -1.3240  0.174
N 2.0050 -3.8091 -1.5917  -0.243
N 1.7147 -3.4461 -2.8245  0.196
C 1.1953 -2.2486 -2.6380  -0.193
N 1.2125 -1.9228 -1.3364  -0.233
N 1.7381 -2.9514 -0.6739  0.123
H 2.4864 -5.6196 -2.0974  0.124
H 2.3254 -5.3582 -0.4417  0.122
H 0.7887 -1.6305 -3.4194  0.120
C 3.1341 2.1465 -0.6887  -0.211
P 2.5132 0.5027 -1.1892  0.826
C 3.9258 -0.5500 -0.7676  -0.235
C 2.4514 0.5966 -2.9903  -0.403
C 1.3751 1.2565 -3.5858  -0.136
C 1.2753 1.3339 -4.9642  -0.049
C 2.2488 0.7411 -5.7597  -0.039
C 3.3221 0.0846 -5.1764  -0.044
C 3.4280 0.0116 -3.7942  -0.081
H 4.1139 2.2783 -1.1484  0.074
H 3.2486 2.2175 0.3931  0.049
H 2.5087 2.9600 -1.0606  0.050
H 3.9817 -0.6572 0.3145  0.029
H 4.8396 -0.0742 -1.1241  0.069
H 3.8444 -1.5368 -1.2145  0.041
H 0.5940 1.7020 -2.9766  0.072
H 0.4382 1.8455 -5.4196  0.120
H 2.1683 0.7924 -6.8371  0.122
H 4.0802 -0.3737 -5.7968  0.121
H 4.2716 -0.5061 -3.3575  0.104
O -3.2278 -2.1022 -0.6303  -0.313
S -1.8911 -2.0853 -1.1321  0.227
O -1.4628 -3.1241 -2.0117  -0.302
O -0.8897 -1.9888 0.0821  -0.582
S -1.3998 -0.2273 -1.9484  0.418

Values from the calculation:
* total charge: +2
* energy: -3500.7356 hartree
* spin multiplicity: 3
* HOMO (spin up / spin down): -13.84 / -14.64 eV
* largest force on an atom: 0.50 eV Å⁻¹
* frontier orbital gap (spin up / spin down): 8.127 / 7.857 eV


Number 1 is which compound?
C4H12N2


Which formula does entry 1 have?
C4H12N2


Among the records above, which one has the highest largest force on an atom?
C14H27N3OS